This record from OMol25 describes a molecular structure, C11H17N3O5P2S at a distorted geometry. The level of theory is wB97M-V/def2-TZVPD.

Results
M	365.29	g/mol
highest occupied orbital energy	-8.56	eV
multiplicity	1
energy relative to the best compared isomer or geometry (same formula, charge and spin)	0.0	kcal/mol
strongest force on any atom	0.0317	Eh/bohr
HOMO-LUMO gap	0.282	Eh
total charge	0

```
39
Properties=species:S:1:pos:R:3:forces:R:3:lowdin_charge:R:1
C 1.047 -3.266 0.766 -0.10 -0.27 -0.12 -0.10
O 0.637 -2.249 1.645 0.26 0.03 0.24 -0.17
C 1.378 -1.043 1.521 -0.75 -0.16 -0.39 -0.19
C 0.715 -0.130 0.513 0.39 0.00 -0.27 -0.11
C -0.629 0.295 0.807 -0.41 0.22 -0.21 -0.18
N -1.237 -0.152 2.000 0.39 0.61 0.05 0.14
C -1.343 1.097 -0.062 -0.03 0.07 0.43 -0.12
C -2.763 1.507 0.209 0.10 -0.07 -0.19 -0.09
C -3.717 0.363 -0.105 0.11 -0.52 0.07 -0.43
C -3.470 -0.276 -1.466 -0.38 0.01 0.12 -0.03
O -5.048 0.847 -0.005 0.08 0.42 0.11 -0.03
C -0.708 1.531 -1.257 -0.15 -0.56 0.87 -0.34
N -1.251 2.295 -2.197 0.30 0.31 -0.70 -0.21
S -0.107 2.459 -3.340 -0.68 0.12 0.35 1.02
N 1.057 1.598 -2.697 0.66 -0.20 -0.08 -0.27
C 0.622 1.116 -1.530 0.12 0.31 -0.59 -0.40
C 1.348 0.273 -0.644 -0.11 -0.26 0.74 -0.37
P 3.022 -0.181 -1.188 0.07 0.34 -1.45 0.90
P 4.353 0.609 0.343 0.40 -0.58 1.47 0.25
O 4.145 0.100 1.704 -0.14 0.02 0.05 -0.32
O 4.323 2.204 0.286 -0.22 -0.13 -0.66 -0.14
O 5.822 0.260 -0.198 -0.41 0.13 -0.35 -0.16
H 0.535 -3.221 -0.198 -0.05 0.15 -0.12 0.09
H 2.123 -3.261 0.588 0.15 0.12 0.06 0.08
H 0.801 -4.215 1.229 -0.11 -0.14 0.07 0.09
H 2.404 -1.250 1.256 0.21 0.07 0.17 0.06
H 1.345 -0.566 2.496 0.34 0.07 0.19 0.13
H -1.769 0.596 2.425 -0.36 -0.03 -0.13 0.09
H -0.548 -0.415 2.691 -0.08 -0.41 -0.07 0.08
H -3.018 2.365 -0.405 -0.05 0.10 -0.19 0.12
H -2.891 1.819 1.242 -0.10 0.02 0.21 0.12
H -3.554 -0.410 0.649 -0.03 -0.08 0.14 0.13
H -3.361 0.477 -2.239 0.12 0.09 -0.17 0.08
H -2.620 -0.949 -1.444 0.31 0.07 -0.06 0.08
H -4.335 -0.886 -1.714 -0.14 -0.09 -0.07 0.08
H -5.624 0.096 0.146 -0.15 -0.10 -0.02 0.09
H 3.102 -1.559 -0.920 0.05 0.04 0.55 -0.07
H 3.460 2.520 -0.008 0.03 0.27 0.08 0.07
H 5.752 -0.400 -0.897 0.37 0.01 -0.12 0.05
```
Forces are in eV/Å.



This record from OMol25 describes a molecular structure, C14H28N6O8SeTa at a distorted geometry. The level of theory is wB97M-V/def2-TZVPD.

Results
M	668.32	g/mol
highest occupied orbital energy	-11.96	eV
multiplicity	1
energy relative to the best compared isomer or geometry (same formula, charge and spin)	0.0	kcal/mol
strongest force on any atom	0.0351	Eh/bohr
HOMO-LUMO gap	0.313	Eh
total charge	+1

```
58
Properties=species:S:1:pos:R:3:forces:R:3:lowdin_charge:R:1
Ta -11.036 -5.841 -6.598 0.86 0.10 -0.53 1.79
C -7.035 -4.453 -9.088 -0.36 0.31 0.76 0.01
C -8.247 -4.098 -8.219 -0.60 -0.42 -0.63 -0.52
C -8.248 -2.633 -7.822 0.43 -0.02 0.50 0.02
O -8.297 -4.988 -7.095 -0.11 0.40 0.59 -0.08
C -9.560 -4.344 -8.976 0.20 -0.22 0.24 -0.51
O -9.657 -4.247 -10.178 -0.27 -0.05 -0.17 0.11
O -10.594 -4.674 -8.211 -0.21 -0.06 0.38 -0.23
H -6.175 -4.200 -8.482 0.41 0.08 -0.08 0.10
H -7.038 -3.882 -10.008 0.00 0.07 -0.09 0.10
H -6.973 -5.509 -9.313 -0.15 -0.32 -0.09 0.08
H -7.397 -2.469 -7.152 -0.09 0.11 -0.08 0.11
H -9.162 -2.334 -7.308 -0.07 -0.06 0.00 0.07
H -8.120 -2.005 -8.697 -0.01 0.07 -0.14 0.11
H -8.506 -4.465 -6.295 0.30 -0.16 -0.26 0.03
N -9.849 -7.298 -8.350 -0.47 -0.33 0.02 0.06
C -10.898 -7.385 -9.398 -0.29 0.27 0.62 -0.27
C -10.808 -8.338 -10.589 0.54 0.19 0.02 -0.11
C -11.820 -8.023 -11.716 -0.01 -0.19 0.35 -0.16
C -11.837 -6.616 -12.347 0.55 -0.29 0.21 -0.14
N -12.110 -5.482 -11.456 0.36 0.02 -0.11 0.08
C -13.252 -5.250 -10.807 -0.25 0.16 -0.39 -0.45
N -13.276 -4.387 -9.816 0.36 0.37 0.19 0.25
N -14.396 -5.801 -11.212 -0.25 -0.48 -0.22 0.23
C -12.222 -7.505 -8.627 0.43 -0.07 0.20 -0.51
O -13.290 -7.659 -9.130 -0.53 -0.22 -0.53 0.14
O -12.093 -7.386 -7.298 0.02 -0.03 -0.14 -0.20
H -8.959 -7.005 -8.734 0.12 0.14 0.00 0.11
H -9.704 -8.199 -7.899 0.06 0.01 -0.02 0.12
H -10.898 -6.399 -9.824 -0.12 0.41 -0.06 0.09
H -10.921 -9.371 -10.260 -0.19 -0.10 -0.07 0.13
H -9.791 -8.274 -10.995 -0.02 0.11 0.02 0.12
H -12.808 -8.280 -11.342 -0.09 -0.04 -0.13 0.10
H -11.571 -8.711 -12.527 -0.21 0.04 -0.04 0.12
H -12.531 -6.634 -13.191 0.03 0.14 0.03 0.12
H -10.840 -6.426 -12.755 -0.21 0.13 -0.08 0.13
H -11.318 -4.872 -11.230 -0.34 -0.25 0.06 0.12
H -12.399 -4.134 -9.383 -0.06 0.09 0.17 0.10
H -14.114 -4.235 -9.268 0.00 -0.13 0.08 0.11
H -14.365 -6.508 -11.926 -0.04 0.03 0.00 0.11
H -15.171 -5.870 -10.569 0.13 0.07 0.04 0.14
N -12.646 -6.383 -5.096 0.09 0.04 0.85 -0.09
C -14.013 -5.907 -5.396 -0.39 0.28 0.06 -0.08
C -14.014 -5.209 -6.745 0.57 -0.87 0.27 -0.58
O -14.981 -5.097 -7.452 -0.06 0.40 -0.03 0.11
O -12.797 -4.826 -7.036 0.89 0.24 -0.55 -0.24
H -12.617 -7.396 -5.108 -0.15 -0.13 0.11 0.11
H -12.359 -6.072 -4.168 -0.08 -0.11 -0.15 0.08
H -14.345 -5.160 -4.665 0.18 -0.25 0.00 0.15
H -14.725 -6.722 -5.405 -0.09 -0.11 0.04 0.14
Se -10.593 -3.934 -4.758 0.17 -0.28 -0.09 0.72
C -11.390 -2.556 -5.656 -0.23 0.53 -0.31 -0.79
N -11.858 -1.670 -6.231 0.14 -0.29 0.14 0.08
C -9.318 -7.893 -4.726 0.47 -0.94 0.34 -0.14
O -9.917 -6.843 -5.416 -1.13 0.80 -1.16 -0.48
H -9.820 -8.860 -4.894 -0.08 0.38 -0.21 0.09
H -9.328 -7.738 -3.649 -0.03 0.29 0.08 0.09
H -8.275 -8.011 -5.039 -0.13 0.15 -0.01 0.09
```
Forces are in eV/Å.



This record from OMol25 describes a single C3H5N3O molecule at a distorted geometry. The level of theory is wB97M-V/def2-TZVPD.

Results
M	99.09	g/mol
highest occupied orbital energy (alpha / beta)	-8.27 / -8.27	eV
multiplicity	1
energy relative to the best compared isomer or geometry (same formula, charge and spin)	124.3	kcal/mol
structure (SMILES)	Cn1ncc[n+]1[O-]
strongest force on any atom	0.1300	Eh/bohr
HOMO-LUMO gap (alpha / beta)	0.340 / 0.340	Eh
total charge	0

```
12
Properties=species:S:1:pos:R:3:forces:R:3:lowdin_charge:R:1
C -1.814 0.269 0.209 -0.88 0.17 -0.14 0.00
N -0.400 0.060 0.231 0.26 0.54 -0.55 -0.21
N 0.419 0.730 1.039 -0.32 -0.09 0.06 0.06
C 1.657 0.448 0.624 1.09 1.81 1.86 -0.25
C 1.768 -0.308 -0.452 -3.02 -3.82 -3.92 0.07
N 0.154 -0.670 -0.703 6.29 1.82 1.33 -0.21
O -0.385 -1.390 -1.521 -0.92 -0.45 -0.65 -0.03
H -2.111 1.386 0.204 0.65 -2.04 0.16 0.13
H -2.133 -0.286 -0.688 -0.22 0.60 0.23 0.08
H -2.155 -0.323 1.056 -0.75 0.59 0.22 0.09
H 2.489 0.918 1.173 -0.56 -0.36 -0.39 0.12
H 2.512 -0.833 -1.173 -1.63 1.23 1.78 0.13
```
Forces are in eV/Å.



This record from OMol25 describes a single C4H7NO molecule at a distorted geometry. The level of theory is wB97M-V/def2-TZVPD.

Results
M	85.11	g/mol
highest occupied orbital energy	-10.87	eV
multiplicity	1
energy relative to the best compared isomer or geometry (same formula, charge and spin)	41.0	kcal/mol
structure (SMILES)	N#CCCCO
strongest force on any atom	0.0566	Eh/bohr
HOMO-LUMO gap	0.429	Eh
total charge	0

```
13
Properties=species:S:1:pos:R:3:forces:R:3:lowdin_charge:R:1
N -0.922 -0.787 2.496 0.71 -0.07 -0.88 0.14
C -0.191 -0.883 1.604 -0.66 0.10 0.70 -0.23
C 0.703 -0.970 0.442 0.04 -0.03 -0.07 -0.17
C 0.041 -0.458 -0.847 -0.06 -0.15 -0.25 -0.18
C -0.409 0.975 -0.734 -1.06 -0.51 -0.26 -0.30
O 0.519 1.797 -0.041 -0.83 0.00 0.34 -0.06
H 1.590 -0.368 0.657 -0.12 -0.09 -0.01 0.12
H 1.021 -2.010 0.322 -0.07 0.13 0.03 0.12
H 0.749 -0.582 -1.669 -0.01 -0.04 0.04 0.12
H -0.869 -1.019 -1.073 0.21 -0.32 -0.09 0.12
H -0.712 1.439 -1.673 0.14 -0.28 -0.24 0.12
H -1.310 0.988 -0.068 0.01 -0.45 -0.91 0.12
H -0.210 1.878 0.583 1.70 1.73 1.60 0.07
```
Forces are in eV/Å.